Computed, not measured: a structure of composition C25H35Cl5N6NiO, with ωB97M-V with the def2-TZVPD basis set.

The relative energy (zero: lowest compared OMol25 entry of this formula, charge and spin) is 22.19 kcal/mol. Its HOMO-LUMO gap (alpha / beta) is 7.970 / 7.969 eV. The HOMO energy (alpha / beta) comes out at -7.545 / -7.544 eV.

Geometry as ORCA input:
```
! RIJCOSX wB97M-V def2-TZVPD def2/J DEFGRID3
* xyz 0 1
H 0.9290 -3.9398 -1.9074
C -1.1990 -1.7229 -1.6963
Ni 0.2329 0.6033 -0.2824
N -1.0134 3.6468 -3.0179
C -2.0906 4.0031 -0.2966
C 0.6125 -3.1449 -2.5884
C 2.5399 1.3193 1.4660
H 0.7656 -3.4835 -3.6157
C -1.1829 5.0857 -3.1872
C 1.2270 1.8186 -3.8736
H 2.1052 1.5444 -5.8138
O 1.7726 1.3534 0.2991
C -1.0661 -1.4809 3.1041
H -1.5032 -4.8084 -2.0531
H -1.5443 -4.2254 -3.7210
H -2.2057 4.7958 0.4422
C -0.2754 -2.6279 3.1339
C -0.5201 3.1371 -1.8478
H -2.5789 3.2538 -4.3269
H 1.1474 0.7016 3.0314
H 1.0368 -0.6679 -6.1513
H 4.1351 2.2642 0.3609
H -1.4862 -3.6816 -0.1035
C -2.3088 -2.9947 0.0777
C 3.6117 2.3966 1.3083
C 0.4289 1.2616 -2.8899
H 4.3397 2.3526 2.1219
C 1.7982 1.5367 2.7827
N -0.7062 3.9869 -0.7682
H -2.7242 -3.6184 -2.5457
C 0.2662 3.9330 0.3153
C 0.1564 -0.7182 -4.2020
Cl -1.7979 0.9261 2.1516
H -4.0995 -1.1285 -0.2853
C -1.6237 2.8103 -4.0392
C -3.1090 -0.7549 -0.5516
N -0.7900 -2.8370 -2.3729
H 1.2726 3.9741 -0.0947
H 3.0657 0.3502 1.5404
H 1.2287 -2.2712 -2.4111
H -0.2430 5.6103 -3.0237
H -0.9937 2.7135 -4.9262
Cl -2.2777 -1.2449 4.3053
N -0.6845 -0.5220 -1.8248
C -0.8596 -0.5446 2.0953
C 1.4807 1.1128 -5.0427
H -2.7736 4.2040 -1.1217
C -1.6929 -3.9312 -2.6792
C 0.7263 -2.7913 2.1824
Cl -0.5261 -3.8231 4.3482
H -2.2053 -2.6088 1.0940
H -3.2529 -3.5401 0.0046
H -2.3685 3.0495 0.1612
H -1.4978 5.2605 -4.2143
Cl 2.2192 -1.9992 0.0823
C -0.0173 -0.0666 -2.9827
H 3.1512 3.3886 1.3109
H -0.2849 -1.6886 -4.3708
H 1.1963 2.4478 2.7491
C 0.0920 -0.6935 1.0849
H 0.1019 4.8070 0.9487
H 2.5202 1.6435 3.5958
H -3.1918 -0.1082 -1.4222
H -1.8173 1.8138 -3.6495
H 0.1940 3.0254 0.9131
N -2.2669 -1.8938 -0.8728
C 0.8978 -1.8212 1.1946
H -2.7223 -0.1656 0.2796
C 0.8984 -0.1303 -5.2220
H -1.9329 5.5127 -2.5200
H 1.6176 2.8181 -3.7291
Cl 1.7287 -4.1919 2.2297
N 0.0138 1.9640 -1.7346
*
```